#P
Computed, not measured: a cluster of 2 separate species, C2H2O3 in total, with ωB97M-V/def2-TZVPD.

Last columns: bonded neighbours and bond lengths (Å).
Element x y z (Å)
1 C 1.400 0.203 0.077  O3 1.129, O4 1.168
2 C -0.546 -0.366 0.420  O5 1.273, H6 1.161
3 O 2.137 -0.643 0.203  C1 1.129
4 O 0.967 1.261 -0.157  C1 1.168
5 O -1.134 -0.822 -0.613  C2 1.273, H7 0.981
6 H -1.054 0.509 0.990  C2 1.161
7 H -1.770 -0.141 -0.921  O5 0.981

=====

#Q
Computed, not measured: a cluster of 3 separate species, C2H2O3 in total, with ωB97M-V/def2-TZVPD.

Last columns: bonded neighbours and bond lengths (Å).
Element x y z (Å)
1 C -3.749 1.943 -0.659  O3 1.162
2 C -5.515 0.861 0.260  O5 1.133
3 O -3.882 2.362 -1.734  C1 1.162
4 O -0.049 -0.438 0.081  H6 1.025, H7 0.940
5 O -5.533 0.518 1.339  C2 1.133
6 H 0.408 -0.830 -0.747  O4 1.025
7 H -0.926 -0.185 -0.142  O4 0.940

=====

Preferred: #Q; penalty for the next structure: 38.7 kcal/mol.